No. 1
The following is a quantum chemistry calculation of 11 unconnected molecules or ions with the total composition H23O11 at a distorted geometry, from the Open Molecules 2025 dataset.

Structure (XYZ):
```
34
Properties=species:S:1:pos:R:3
O -59.225 27.870 37.564
H -58.460 27.426 37.246
H -59.865 27.220 37.214
H -59.182 27.535 38.555
O -59.904 24.935 38.129
H -59.607 24.565 37.293
H -60.866 24.607 37.976
O -61.655 27.497 37.904
H -62.232 26.635 38.118
H -62.223 28.175 38.351
O -55.127 27.401 35.562
H -55.909 27.012 35.970
H -55.010 28.085 36.224
O -58.043 28.026 39.672
H -58.325 27.649 40.593
H -57.227 28.202 40.016
O -58.396 24.654 40.257
H -58.427 23.762 40.389
H -58.768 25.016 39.455
O -57.735 30.970 37.899
H -58.605 30.679 38.335
H -57.309 31.593 38.510
O -57.814 29.217 35.570
H -58.268 30.144 35.885
H -58.475 28.963 34.994
O -57.495 26.025 36.273
H -58.169 25.699 35.870
H -56.938 25.323 36.120
O -59.988 30.564 38.214
H -59.850 30.519 39.142
H -60.481 31.336 38.079
O -60.735 26.803 35.510
H -61.494 26.258 35.720
H -60.333 26.283 34.918
```

* total charge: +1
* electronic energy: -22885.47379 eV
* molar mass: 199.2 g mol⁻¹
* 2S+1: 1
* ΔE to the lowest compared entry with this formula, charge and spin: 6.9802 eV
* E_LUMO: -3.78 eV

natural (NBO) population analysis, charges in e, atoms 1 to 6:
1 O -0.76
2 H 0.54
3 H 0.56
4 H 0.56
5 O -0.94
6 H 0.47



No. 2
The following is a quantum chemistry calculation of 12 unconnected molecules or ions with the total composition H23O12 at a distorted geometry, from the Open Molecules 2025 dataset.

Structure (XYZ):
```
35
Properties=species:S:1:pos:R:3
O -2.385 -1.227 -2.461
H -2.068 -1.665 -3.260
H -3.199 1.690 -3.316
O 0.946 -0.441 -2.951
H 1.839 -0.430 -2.600
H 0.379 0.133 -2.383
O 0.768 -3.796 3.344
H 1.043 -4.033 2.438
O -2.916 2.603 -3.176
H 0.151 -3.227 -1.479
H -3.495 2.920 -2.466
O 0.231 -0.133 0.536
H -0.479 0.649 3.586
H 3.718 1.522 2.419
O -0.335 1.613 2.239
H -1.296 1.529 2.218
H -0.073 -3.413 3.047
O -0.196 -3.411 -0.600
H -0.854 -2.705 -0.528
H -0.015 0.510 1.364
O 2.651 -2.072 -0.043
H 3.301 -1.484 -0.438
H 2.050 -1.522 0.484
O -0.077 3.715 0.075
H -0.990 3.679 -0.240
H 0.141 2.799 0.326
O -0.822 0.058 4.321
H -1.578 -0.723 -2.244
H -1.069 1.577 -2.718
O -0.894 1.108 -1.889
H -0.216 -0.097 5.055
H -0.137 1.560 -1.485
O 3.632 1.276 1.480
H -0.447 -0.110 -0.140
H 2.691 1.548 1.484
```

* total charge: -1
* electronic energy: -24944.87722 eV
* molar mass: 215.2 g mol⁻¹
* 2S+1: 1
* ΔE to the lowest compared entry with this formula, charge and spin: 3.1311 eV
* E_LUMO: 2.40 eV

natural (NBO) population analysis, charges in e, atoms 1 to 6:
1 O -0.96
2 H 0.46
3 H 0.48
4 O -1.00
5 H 0.47
6 H 0.48



No. 3
The following is a quantum chemistry calculation of a molecular structure, H24KrO12, from the Open Molecules 2025 dataset.

Structure (XYZ):
```
37
Properties=species:S:1:pos:R:3
Kr 2.324 8.333 18.187
O 2.606 7.110 14.246
H 2.125 7.047 13.421
H 1.933 7.039 14.923
O 0.168 6.964 21.185
H -0.114 6.619 20.338
H 0.681 6.256 21.574
O 4.839 9.143 16.047
H 5.295 9.347 16.863
H 5.531 9.112 15.387
O 0.461 7.320 15.818
H 0.246 8.191 16.150
H -0.356 7.000 15.436
O 6.079 9.622 18.418
H 6.872 9.921 17.974
H 5.651 10.427 18.712
O 4.190 9.831 22.076
H 4.164 10.770 22.257
H 3.314 9.624 21.751
O 2.107 12.239 19.871
H 1.642 12.361 19.043
H 1.727 11.443 20.244
O 5.023 6.594 18.316
H 5.042 7.540 18.174
H 5.535 6.232 17.592
O 4.258 11.924 16.464
H 3.535 12.362 16.014
H 4.253 11.033 16.114
O 2.775 4.261 17.699
H 3.171 5.013 18.140
H 3.506 3.664 17.541
O 1.370 9.756 21.299
H 0.875 8.937 21.295
H 0.974 10.272 22.001
O -0.548 6.322 18.390
H -0.520 5.373 18.267
H 0.037 6.669 17.717
```

* total charge: 0
* electronic energy: -99889.92433 eV
* molar mass: 300.0 g mol⁻¹
* 2S+1: 1
* ΔE to the lowest compared entry with this formula, charge and spin: 0.8827 eV
* E_LUMO: 0.11 eV

natural (NBO) population analysis, charges in e, atoms 1 to 6:
1 Kr 0.00
2 O -0.96
3 H 0.45
4 H 0.49
5 O -0.98
6 H 0.50



No. 4
The following is a quantum chemistry calculation of 11 unconnected molecules or ions with the total composition H24NO10 at a distorted geometry, from the Open Molecules 2025 dataset.

Structure (XYZ):
```
35
Properties=species:S:1:pos:R:3
N 0.309 0.179 -0.260
H 0.703 -0.255 -1.140
H -0.728 0.217 -0.367
H 0.806 0.989 -0.043
H 0.459 -0.557 0.594
O 2.888 -1.034 -1.700
H 2.528 -0.319 -2.022
H 3.499 -0.730 -1.063
O 2.767 2.207 0.716
H 3.396 2.858 0.420
H 3.492 1.508 0.770
O 2.061 -0.877 3.349
H 1.563 -1.374 4.125
H 1.598 -0.052 3.123
O -3.164 -1.813 -0.518
H -3.216 -2.461 0.048
H -2.951 -1.006 0.048
O -0.455 -2.309 -0.809
H -1.444 -2.008 -1.135
H -0.207 -2.562 -1.707
O -1.345 2.857 0.277
H -1.599 2.695 1.141
H -2.043 2.571 -0.362
O -1.304 -1.679 2.525
H -1.826 -2.535 2.232
H -0.885 -1.823 3.344
O 1.997 1.299 -2.888
H 2.447 2.177 -2.512
H 2.091 1.476 -3.977
O -1.438 0.339 -2.262
H -1.027 -0.234 -2.895
H -1.668 1.117 -2.719
O -2.284 0.536 1.597
H -3.313 0.609 1.842
H -1.707 -0.008 2.227
```

* total charge: +1
* electronic energy: -22346.55277 eV
* molar mass: 198.2 g mol⁻¹
* 2S+1: 1
* ΔE to the lowest compared entry with this formula, charge and spin: 4.2436 eV
* E_LUMO: -3.04 eV

natural (NBO) population analysis, charges in e, atoms 1 to 6:
1 N -0.90
2 H 0.46
3 H 0.48
4 H 0.44
5 H 0.46
6 O -0.92



No. 5
The following is a quantum chemistry calculation of a molecular structure, H24Na2O16S at a distorted geometry, from the Open Molecules 2025 dataset.

Structure (XYZ):
```
43
Properties=species:S:1:pos:R:3
Na 1.371 -2.853 4.637
Na 3.588 3.028 0.046
S 0.246 0.047 0.438
O 1.511 -0.351 -0.151
O 0.077 -0.875 1.567
O 0.405 1.412 0.812
O -0.830 -0.025 -0.529
O 0.615 -4.828 1.950
H 0.398 -3.976 1.572
H 1.079 -5.289 1.250
O 2.980 -3.580 -1.376
H 2.436 -3.526 -2.162
H 2.993 -2.687 -1.031
O 4.410 -1.265 2.770
H 3.741 -0.910 2.186
H 5.137 -0.646 2.707
O -3.748 -2.695 1.922
H -3.985 -2.128 2.656
H -2.980 -2.276 1.533
O -1.805 2.168 -3.591
H -1.578 1.643 -2.823
H -1.243 1.830 -4.288
O -2.462 2.730 3.134
H -1.778 2.997 3.748
H -1.993 2.272 2.437
O -0.789 5.018 -0.656
H -0.615 4.908 -1.590
H -0.561 4.173 -0.268
O 4.565 0.019 -2.942
H 4.987 -0.736 -3.352
H 3.924 -0.361 -2.342
O 0.056 -1.519 -4.311
H -0.435 -1.306 -3.517
H -0.560 -2.018 -4.848
O -2.942 -2.976 -2.283
H -2.429 -2.455 -1.664
H -3.306 -3.686 -1.754
O -5.349 2.166 0.567
H -5.728 1.355 0.905
H -4.404 2.049 0.664
O 2.047 4.969 2.619
H 1.316 4.351 2.655
H 1.637 5.830 2.701
```

* total charge: 0
* electronic energy: -52816.37329 eV
* molar mass: 358.2 g mol⁻¹
* 2S+1: 1
* ΔE to the lowest compared entry with this formula, charge and spin: 6.6030 eV
* E_LUMO: -2.26 eV

natural (NBO) population analysis, charges in e, atoms 1 to 6:
1 Na 0.99
2 Na 0.99
3 S 2.63
4 O -1.19
5 O -1.16
6 O -1.16



No. 6
The following is a quantum chemistry calculation of a molecular structure, H24NeO12 at a distorted geometry, from the Open Molecules 2025 dataset.

Structure (XYZ):
```
37
Properties=species:S:1:pos:R:3
Ne -0.381 0.090 0.047
O -3.442 0.577 1.169
H -2.820 1.160 0.734
H -4.027 1.164 1.648
O -2.559 -0.854 3.553
H -2.926 -0.417 2.785
H -1.734 -1.230 3.244
O -1.630 -1.389 -2.560
H -1.032 -0.737 -2.927
H -1.472 -2.177 -3.079
O -0.563 -2.071 2.079
H 0.313 -1.831 2.382
H -0.710 -2.946 2.440
O 2.677 -1.183 -1.046
H 3.464 -1.540 -1.457
H 1.979 -1.788 -1.298
O 2.891 1.334 1.144
H 2.917 1.557 2.074
H 2.082 1.733 0.824
O -0.059 -2.519 -0.657
H -0.631 -1.921 -1.140
H -0.398 -2.504 0.238
O 1.922 1.417 -1.962
H 2.196 0.691 -1.402
H 1.517 2.043 -1.363
O 2.234 -1.602 2.135
H 2.323 -2.109 1.328
H 2.421 -0.701 1.874
O 0.143 0.256 -3.732
H 0.623 0.703 -3.036
H 0.570 -0.598 -3.808
O 0.656 2.808 0.214
H -0.282 2.626 0.261
H 0.716 3.649 -0.240
O -1.998 2.556 -0.147
H -2.319 3.162 0.521
H -2.659 2.589 -0.838
```

* total charge: 0
* electronic energy: -28469.72262 eV
* molar mass: 236.4 g mol⁻¹
* 2S+1: 1
* ΔE to the lowest compared entry with this formula, charge and spin: 0.5036 eV
* E_LUMO: -0.35 eV

natural (NBO) population analysis, charges in e, atoms 1 to 6:
1 Ne 0.00
2 O -0.95
3 H 0.48
4 H 0.46
5 O -0.99
6 H 0.48



Question: Which value of E_LUMO does entry 5 give?
Answer: -2.26 eV